<1>
15
Properties=species:S:1:pos:R:3 method="wB97M-V/def2-TZVPD" homo_lumo_gap_ev=9.374 lumo_ev=0.824 spin_multiplicity=1 homo_ev=-8.5499 smiles=COc1onc2c1CN2
C -0.16474 2.48795 -1.73583
C 0.13675 0.73500 -0.24532
C -0.13620 -1.34834 0.30558
C 0.38049 -0.88514 2.28907
C -0.02798 -0.09047 0.98993
H 0.52112 2.03468 -2.38152
H 0.00502 3.53294 -1.89566
H -1.19831 1.80990 -1.80164
H -0.79944 -2.74586 1.51348
H 1.49352 -0.91934 2.70248
H -0.50538 -1.12437 3.00741
N -0.22029 -1.36626 -1.05452
N 0.13618 -2.17998 1.35687
O 0.41827 2.04230 -0.43170
O -0.42548 0.06292 -1.17849



<2>
15
Properties=species:S:1:pos:R:3 method="wB97M-V/def2-TZVPD" homo_lumo_gap_ev=7.299 lumo_ev=-1.467 spin_multiplicity=1 homo_ev=-8.7661 smiles="[H]/N=C/C(C)=O.N=C=C=O"
C 1.85538 0.12071 -0.28843
C -2.03807 -1.11130 0.55898
C -1.00126 -1.60818 0.07296
C 0.71445 0.41794 0.64946
C -0.32496 1.49573 0.16473
N -0.28827 -2.37277 -0.50129
N -0.32651 1.97731 -1.02185
O -2.91595 -0.56818 1.10863
O 0.81097 0.30838 1.87035
H -0.77589 -3.18339 -0.89627
H -1.08247 2.66433 -1.13073
H -1.04793 1.78147 0.94536
H 2.73414 0.69802 0.00374
H 1.58773 0.32158 -1.32638
H 2.09865 -0.94167 -0.20925



Which one sits at the bottom of the stability order? <1> does.



<1>
15
Properties=species:S:1:pos:R:3 method="wB97M-V/def2-TZVPD" homo_lumo_gap_ev=9.681 lumo_ev=0.310 spin_multiplicity=1 homo_ev=-9.3712
C -0.01639 3.36697 -0.64551
C 0.47634 2.12951 -1.28803
C 0.38352 0.78816 -0.99575
C 0.96761 0.15546 -2.13597
N 1.44331 1.03820 -2.96690
O 1.15496 2.26731 -2.42345
C -0.29004 0.15420 0.11021
N -1.37842 -0.08099 0.60586
H -0.55806 3.97911 -1.38023
H -0.69354 3.12081 0.17832
H 0.83090 3.95182 -0.26435
H 1.05861 -0.90430 -2.36558
O 0.51444 -0.03056 1.92670
H 1.00192 0.80487 1.95424
H -0.80577 -0.17873 1.96679



<2>
15
Properties=species:S:1:pos:R:3 method="wB97M-V/def2-TZVPD" homo_lumo_gap_ev=8.560 lumo_ev=-0.080 spin_multiplicity=1 homo_ev=-8.6398
C 2.45062 -0.61025 0.96512
C 2.24068 0.30484 -0.13373
C -0.49105 -1.37539 -0.42700
C -1.70507 -1.41985 0.05394
C -0.97308 0.90791 -0.03136
H 1.76849 -1.31067 1.46999
H 3.67168 -0.64385 1.21815
H 2.99840 0.78499 -0.60130
H 0.33473 -2.08384 -0.66016
H -2.10272 -2.45978 0.53204
H -2.76852 0.05775 1.44911
N -0.04342 -0.05978 -0.36649
N -2.12567 0.01996 0.13296
O 1.11154 0.38255 -0.95850
O -0.84292 2.00377 0.41664



Which one sits at the bottom of the stability order? <2> does.



<1>
8
Properties=species:S:1:pos:R:3 method="wB97M-V/def2-TZVPD" homo_lumo_gap_ev=9.441 lumo_ev=-0.627 spin_multiplicity=1 homo_ev=-10.0681
C -0.79110 -0.00758 -0.36246
N -1.64595 0.76357 -0.09060
N 1.30790 -0.41098 0.26311
O -2.22629 1.72941 0.23880
O 2.30418 0.09040 0.73022
O 1.20504 -1.59689 -0.04952
H -0.65938 -0.95518 -0.59606
H 0.50558 0.38724 -0.13350



<2>
8
Properties=species:S:1:pos:R:3 method="wB97M-V/def2-TZVPD" homo_lumo_gap_ev=9.759 lumo_ev=-1.167 spin_multiplicity=1 homo_ev=-10.9260
C -0.01096 -0.47858 -0.05475
N 0.89473 -0.80074 0.61536
N -0.60792 -0.34461 -1.32655
O 1.54233 -0.92990 1.57861
O -1.72776 0.07091 -1.32948
O 0.08719 -0.70951 -2.23135
H -0.52170 1.46907 1.37439
H 0.34408 1.72336 1.37377



<3>
8
Properties=species:S:1:pos:R:3 method="wB97M-V/def2-TZVPD" homo_lumo_gap_ev=8.532 lumo_ev=-0.872 spin_multiplicity=1 homo_ev=-9.4043
C 0.57530 0.31638 0.26509
N -0.42608 0.51449 1.17165
N 0.04119 -0.83391 -0.40590
O 1.58999 0.89335 -0.00156
O -1.41176 -0.30958 0.67661
O -0.03660 -0.98013 -1.67944
H -0.31929 0.54276 2.17861
H -0.01275 -0.14335 -2.20507



<4>
8
Properties=species:S:1:pos:R:3 method="wB97M-V/def2-TZVPD" homo_lumo_gap_ev=11.353 lumo_ev=0.544 spin_multiplicity=1 homo_ev=-10.8092
C -1.46962 0.06442 0.00062
N 1.07034 0.69987 0.26524
N 1.00171 -0.40626 -0.18019
O -0.44862 -0.69230 -0.46088
O -1.53166 0.93798 0.78697
O 1.75521 -1.27303 -0.45727
H -2.31792 -0.46414 -0.50323
H 1.94056 1.13346 0.54873



Which one sits at the bottom of the stability order? <2> does.



<1>
86
Properties=species:S:1:pos:R:3 method="wB97M-V/def2-TZVPD" homo_lumo_gap_ev="7.084 / 7.080" lumo_ev="-2.492 / -2.494" spin_multiplicity=2 homo_ev="-9.5762 / -9.5745" s2=0.793 total_charge=+1
Co -1.86894 -0.83417 0.70975
C -0.92813 -3.45546 0.62266
N -1.51341 -2.63629 1.70048
C -2.79298 -3.22016 2.15904
C -3.86470 -2.18219 2.39105
C -4.94948 -2.38223 3.22853
C -5.92060 -1.39608 3.28968
C -5.77342 -0.24853 2.52375
C -4.64973 -0.12185 1.72668
N -3.72112 -1.07851 1.66531
C -0.60550 -2.30417 2.80466
C -0.86856 -0.91099 3.32483
C -0.69675 -0.56639 4.65037
C -0.82058 0.76675 5.01702
C -1.10587 1.70506 4.04265
C -1.29850 1.27651 2.73798
N -1.18947 -0.00361 2.38510
C -1.71811 -3.23642 -0.64316
C -1.84242 -4.17801 -1.64736
C -2.47875 -3.81849 -2.82484
C -2.97558 -2.53125 -2.96329
C -2.83890 -1.65139 -1.90523
N -2.23493 -2.00616 -0.76976
H -0.87033 -4.51901 0.87830
H 0.08373 -3.09133 0.42865
H -2.63793 -3.83496 3.05086
H -3.15461 -3.88783 1.37371
H -5.03181 -3.28878 3.81269
H -6.78287 -1.51851 3.93113
H -6.50998 0.54142 2.54865
H -4.45750 0.75435 1.12061
H 0.41437 -2.32455 2.41324
H -0.65919 -3.03661 3.61612
H -0.45720 -1.32892 5.37859
H -0.69338 1.06438 6.04893
H -1.19982 2.75555 4.27536
H -1.56479 1.97332 1.95451
H -1.42714 -5.16758 -1.51439
H -2.57782 -4.53481 -3.62916
H -3.46678 -2.20733 -3.86889
H -3.20744 -0.63425 -1.93874
C 5.99103 3.15241 0.11229
C 5.05933 2.71878 -0.98448
C 5.55204 2.52888 -2.27043
C 4.72107 2.14303 -3.31027
C 3.37256 1.95476 -3.06704
C 2.86591 2.13457 -1.78556
N 1.47825 1.89727 -1.57152
C 0.58867 2.88146 -1.24965
C 0.93554 4.23372 -1.43604
C 0.03485 5.23831 -1.16966
C -1.25424 4.95272 -0.71668
C -1.60690 3.63557 -0.53301
C -0.70953 2.58753 -0.77340
C -1.15668 1.21493 -0.46020
O -2.35333 1.00286 -0.07728
O -0.35086 0.23514 -0.48911
C 3.69784 2.50674 -0.72728
C 3.14566 2.67700 0.66018
H 7.01083 3.23323 -0.25908
H 5.99343 2.44631 0.94477
H 5.70478 4.12402 0.51992
H 6.60662 2.68988 -2.45602
H 5.12091 2.00688 -4.30607
H 2.68964 1.68441 -3.86149
H 1.17377 0.95426 -1.36913
H 1.92171 4.47308 -1.80966
H 0.33626 6.26573 -1.32953
H -1.96006 5.74757 -0.52315
H -2.59931 3.37388 -0.19114
H 2.20946 2.13152 0.77859
H 2.94176 3.72731 0.88452
H 3.84984 2.31748 1.40974
C 1.26601 -1.03716 -3.53085
As 1.46282 -2.22654 -1.98789
C 2.57395 -3.56289 -2.89742
C 2.92342 -1.31989 -1.03717
H 2.23483 -0.63725 -3.82903
H 0.58784 -0.21504 -3.30572
H 0.85098 -1.62007 -4.35353
H 3.42344 -3.09626 -3.39502
H 1.97297 -4.08764 -3.63937
H 2.94028 -4.28768 -2.17133
H 3.54119 -0.73172 -1.71459
H 3.54219 -2.08397 -0.56630
H 2.52613 -0.66564 -0.26100



<2>
86
Properties=species:S:1:pos:R:3 method="wB97M-V/def2-TZVPD" homo_lumo_gap_ev="7.253 / 7.261" lumo_ev="-2.328 / -2.323" spin_multiplicity=2 homo_ev="-9.5814 / -9.5840" s2=0.762 total_charge=+1
Co -0.56323 -0.72781 0.48435
C -3.30955 -1.20425 0.25946
N -2.07738 -2.02304 0.38593
C -1.80213 -2.83511 -0.82978
C -0.31784 -3.08641 -0.94104
C 0.23760 -4.22920 -1.46957
C 1.62014 -4.28983 -1.62420
C 2.39279 -3.20572 -1.24108
C 1.76162 -2.10096 -0.69073
N 0.43716 -2.05421 -0.54627
C -2.07082 -2.88199 1.60523
C -1.46527 -2.19696 2.80395
C -2.00664 -2.28234 4.07075
C -1.34617 -1.64863 5.11703
C -0.17832 -0.95549 4.85156
C 0.28664 -0.91614 3.54395
N -0.34291 -1.52769 2.54482
C -3.19066 0.08462 1.03987
C -4.28245 0.89357 1.29187
C -4.07920 2.10685 1.92684
C -2.79407 2.47123 2.29910
C -1.75537 1.60573 2.01483
N -1.95427 0.43599 1.40001
H -4.19028 -1.76882 0.57221
H -3.43250 -0.93389 -0.79090
H -2.09092 -2.23298 -1.69242
H -2.37858 -3.76102 -0.84802
H -0.39446 -5.05552 -1.76847
H 2.08343 -5.17662 -2.03860
H 3.46896 -3.21198 -1.35038
H 2.30290 -1.23234 -0.33575
H -1.44605 -3.74821 1.38044
H -3.07637 -3.24619 1.82342
H -2.92536 -2.83068 4.24123
H -1.74365 -1.69567 6.12286
H 0.36350 -0.44560 5.63773
H 1.18594 -0.37668 3.27017
H -5.27350 0.58107 0.98385
H -4.91626 2.76336 2.12711
H -2.59298 3.41294 2.79078
H -0.72661 1.84182 2.26314
C 0.36209 -0.37272 -5.27543
C -0.74681 0.39227 -4.59079
C -2.05686 -0.06134 -4.68964
C -3.09217 0.63756 -4.08266
C -2.80472 1.76113 -3.32844
C -1.49316 2.20229 -3.19168
N -1.28867 3.35725 -2.38062
C -0.29496 3.70679 -1.46655
C -0.02918 5.08554 -1.36729
C 0.93937 5.58964 -0.53163
C 1.71332 4.73105 0.24753
C 1.44764 3.38178 0.19231
C 0.43651 2.84366 -0.62243
C 0.12769 1.39870 -0.43258
O -0.82777 0.86130 -1.01746
O 0.79160 0.70016 0.43147
C -0.45799 1.55815 -3.86845
C 0.95960 2.07303 -3.81225
H -0.00703 -1.32160 -5.66584
H 1.18714 -0.58113 -4.58858
H 0.77781 0.19099 -6.11488
H -2.27038 -0.95238 -5.27152
H -4.11719 0.30300 -4.19356
H -3.59256 2.29414 -2.80563
H -1.90561 4.11716 -2.60374
H -0.59031 5.75992 -2.00506
H 1.11163 6.65962 -0.50334
H 2.49651 5.11574 0.88740
H 2.00220 2.68551 0.80796
H 0.99100 3.13865 -3.59802
H 1.47072 1.90776 -4.75975
H 1.54095 1.56596 -3.03293
C 5.13460 -1.10696 0.89269
As 3.63812 -0.94118 2.14539
C 4.36601 0.51589 3.22753
C 4.15986 -2.40735 3.33611
H 6.08627 -0.96447 1.40642
H 5.04317 -0.36886 0.09687
H 5.12183 -2.10432 0.45021
H 5.35850 0.25977 3.60132
H 3.70653 0.71533 4.07192
H 4.43335 1.42014 2.62359
H 5.23592 -2.39482 3.51909
H 3.88201 -3.36140 2.89083
H 3.63654 -2.30658 4.28689



Which one sits at the bottom of the stability order? <2> does.